Record 1
Molecular formula: C5H10IN2
Method: DFT, ωB97M-V/def2-TZVPD

Structure (XYZ):
```
18
Properties=species:S:1:pos:R:3:mulliken_charge:R:1
C 0.86711 0.06568 0.06577 0.205
C -1.21732 -0.81980 -0.18718 -0.744
C -1.32447 0.75006 -0.35704 -0.398
C 0.64400 -2.37434 0.11296 -0.841
C 0.44932 2.52125 0.30605 -0.946
N 0.15657 -1.05159 0.06291 0.057
N 0.10908 1.18544 -0.01732 0.108
I 2.89472 -0.01934 -0.01684 0.286
H -1.79101 -1.23120 0.53894 0.394
H -1.42436 -1.50112 -1.15970 0.298
H -1.59188 0.90824 -1.40886 0.296
H -1.93839 1.12956 0.53043 0.416
H 1.78467 -2.39984 0.38855 0.208
H 0.07740 -2.88444 0.86881 0.323
H 0.59005 -2.93812 -0.81867 0.350
H 1.11036 2.53051 1.25314 0.360
H -0.50656 3.07855 0.42645 0.347
H 1.11071 3.05052 -0.58839 0.279
```

Summary:
Orbital gap (eV): 9.75
Net charge: +1
SMILES: CN1CC[N+](C)=C1I
LUMO (eV): -3.7306

Record 2
Molecular formula: C5H10INOS
Method: DFT, ωB97M-V/def2-TZVPD

Structure (XYZ):
```
19
Properties=species:S:1:pos:R:3:lowdin_spin:R:1
C -0.40440 1.74325 -0.54553 0.001
C 0.28285 1.70537 0.82990 0.003
C -1.51868 0.71114 -0.33057 0.004
C 1.73172 -1.78382 0.29067 0.002
C 0.62724 -1.20797 -0.43722 0.012
N -0.15050 0.53225 1.55013 0.023
O -2.18266 -2.64595 -0.22412 1.465
S -0.82249 -0.65448 0.82761 0.012
I -0.48415 -2.53691 -1.66419 0.472
H -1.04585 2.65492 -0.48158 0.000
H 0.13308 1.65184 -1.44883 0.000
H 1.34255 1.78297 0.54911 0.001
H -0.18977 2.37873 1.60435 0.001
H -2.26300 0.97558 0.32290 0.000
H -2.10230 0.52402 -1.24765 0.001
H 1.45554 -2.72620 0.78727 0.000
H 2.74124 -1.87154 -0.25421 0.000
H 2.12632 -0.93080 0.88133 -0.001
H 0.72326 -0.30240 -1.00938 0.003
```

Summary:
Orbital gap (spin up / spin down) (eV): 8.11 / 6.89
Net charge: 0
Expectation value of S²: 2.015
LUMO (spin up / spin down) (eV): 0.4414 / -1.1215
Spin multiplicity: 3

Record 3
Molecular formula: C5H10N
Method: DFT, ωB97M-V/def2-TZVPD

Structure (XYZ):
```
16
Properties=species:S:1:pos:R:3:mulliken_charge:R:1
C -0.63891 0.37407 0.88653 0.161
C 0.45440 1.25529 0.72708 -0.472
C 2.62268 0.20570 -1.80145 -0.206
C -1.52312 -0.51512 0.66077 0.044
C -2.91467 -0.13329 1.16514 -1.069
N 1.84341 -0.36458 -0.97557 -0.377
H 0.18990 2.07846 0.12240 0.364
H 1.13278 1.35497 1.56466 0.353
H 3.13360 -0.43086 -2.53753 0.277
H 2.70256 1.34238 -1.78519 0.206
H -1.33640 -1.47501 0.23399 0.375
H -2.84820 0.88586 1.50308 0.336
H -3.16991 -0.73819 1.96576 0.350
H -3.59274 -0.31444 0.32058 0.326
H 1.71041 -1.32034 -0.85558 0.151
H 1.14163 0.74035 -0.04127 0.181
```

Summary:
Orbital gap (eV): 8.82
Net charge: +1
LUMO (eV): -5.3356

Record 4
Molecular formula: C5H10N
Method: DFT, ωB97M-V/def2-TZVPD

Structure (XYZ):
```
16
Properties=species:S:1:pos:R:3:mulliken_charge:R:1
C 0.23769 -0.92708 0.60227 0.414
C -0.77181 -0.15600 0.29340 0.012
C 1.09806 -2.10260 0.44080 -0.933
C -2.28985 1.07239 -3.21173 -0.828
C 1.06547 1.23839 1.63472 -0.753
N 0.00723 0.20797 1.52055 -0.083
H 1.47274 -2.22196 1.43245 0.333
H 1.84584 -1.86249 -0.24471 0.316
H 0.58046 -3.05942 0.20296 0.327
H -2.77056 1.60289 -3.97010 0.299
H -1.43204 0.55566 -3.68960 0.236
H -2.56914 1.09581 -2.25798 0.307
H 0.74755 2.29769 1.84398 0.313
H 1.65033 0.79105 2.34484 0.392
H 1.64532 1.50328 0.66587 0.293
H -0.51729 -0.03558 2.39227 0.355
```

Summary:
Orbital gap (spin up / spin down) (eV): 12.13 / 3.52
Net charge: +1
LUMO (spin up / spin down) (eV): -3.8076 / -7.9691

Record 5
Molecular formula: C5H10N
Method: DFT, ωB97M-V/def2-TZVPD

Structure (XYZ):
```
16
Properties=species:S:1:pos:R:3:mulliken_charge:R:1
C 0.86818 -0.32717 3.90283 -0.476
C 1.81706 -0.58687 3.20351 -0.200
C -0.44772 0.72457 -0.30520 0.462
C 0.05941 1.18008 0.82661 -0.522
C 0.28228 -0.51612 -2.11846 -0.785
N -0.67755 0.15975 -1.39300 0.304
H 0.26752 -0.15828 4.74524 0.362
H 2.76431 -0.76929 2.67745 0.375
H -2.76118 -0.11418 -3.00771 0.061
H 0.59873 2.03731 0.72792 0.312
H -0.03921 0.71278 1.81275 0.179
H -0.07773 -1.12054 -2.95080 0.291
H 1.09332 0.14360 -2.44483 0.370
H 1.03693 -1.10331 -1.50796 0.344
H -3.22703 -0.38977 -2.39051 0.082
H -1.55733 0.12745 -1.77784 -0.159
```

Summary:
Orbital gap (eV): 9.43
Net charge: +1
LUMO (eV): -4.5461

Record 6
Molecular formula: C5H10N
Method: DFT, ωB97M-V/def2-TZVPD

Structure (XYZ):
```
16
Properties=species:S:1:pos:R:3:mulliken_charge:R:1
C 1.93486 -1.46051 0.93944 -0.466
C -1.68651 0.69175 -1.69720 -0.807
C 0.85793 -1.73829 0.30371 -0.081
C -1.59580 0.16476 -0.46190 0.102
C -0.45893 0.15544 0.49273 -0.613
N 0.50008 1.30549 0.31956 -0.279
H 2.47517 -2.18379 1.45811 0.307
H 2.09577 -0.44651 1.20459 0.157
H -2.58924 0.50699 -2.10099 0.302
H -1.07528 1.33157 -2.40193 0.199
H 0.40042 -2.38261 -0.48838 0.347
H -2.41131 -0.44743 -0.00536 0.293
H -0.64752 -0.13820 1.54564 0.486
H 0.54330 1.45833 -0.69752 0.338
H 1.46504 1.03213 0.56006 0.296
H 0.19203 2.15087 1.02945 0.420
```

Summary:
Orbital gap (eV): 8.47
Net charge: +1
LUMO (eV): -4.2021

DFT total energy across the listed records, respectively: -16420.1697 -27812.1793 -6826.3083 -6821.6355 -6824.5078 -6824.9859 eV.
Energy relative to the best compared isomer or geometry (same formula, charge and spin) across the listed records, respectively: 26.37 81.27 89.79 197.55 131.31 120.28 kcal per mole.